Density functional theory data (ωB97M-V/def2-TZVPD) for a 12-piece molecular cluster, C45H108N12O9 overall in a non-equilibrium geometry.

Calculated values
- M: 961.43 g/mol
- ΔE to the lowest compared entry with this formula, charge and spin: 0.0 kcal/mol
- HOMO level: -8.0 eV
- Lowest unoccupied orbital energy: 0.018 eV
- Structure (SMILES): CCN(CC)CC.CCN(CC)CC.CCN(CC)CC.CNC(C)=O.CNC(C)=O.CNC(C)=O.CNC(C)=O.CNC(C)=O.CNC(C)=O.CNC(C)=O.CNC(C)=O.CNC(C)=O
- Gap between HOMO and LUMO: 8.004 eV

Last column: Löwdin charge in e.
Cartesian coordinates (Å):
C (10.8652, -6.5684, 10.1665)  -0.09
C (10.1434, -5.9626, 11.3391)  -0.24
N (9.7485, -4.6016, 11.0286)  -0.17
C (10.8290, -3.6556, 10.8791)  -0.25
C (11.6759, -3.3658, 12.1190)  -0.06
C (8.6638, -4.0295, 11.8249)  -0.25
C (7.2992, -4.6688, 11.7033)  -0.08
H (11.7873, -6.0792, 9.8514)  0.04
H (10.2027, -6.5479, 9.2968)  0.06
H (11.0985, -7.6245, 10.3405)  0.09
H (9.2214, -6.5168, 11.5155)  0.09
H (10.7561, -6.0026, 12.2607)  0.11
H (11.4817, -3.9708, 10.0563)  0.09
H (10.3866, -2.7311, 10.5182)  0.10
H (11.1028, -2.9861, 12.9675)  0.07
H (12.3049, -4.1975, 12.4455)  0.06
H (12.3959, -2.5775, 11.8547)  0.05
H (8.5155, -3.0044, 11.4634)  0.11
H (8.9566, -3.9548, 12.8919)  0.10
H (6.9544, -4.7166, 10.6648)  0.06
H (6.6015, -4.0037, 12.2191)  0.07
H (7.1864, -5.6900, 12.0653)  0.05
C (15.8824, -10.2243, 14.7541)  -0.10
C (14.8313, -9.1806, 14.5625)  -0.28
N (15.2410, -8.1354, 13.6265)  -0.20
C (14.1538, -7.2667, 13.2420)  -0.25
C (14.3733, -6.5874, 11.8853)  -0.07
C (16.4377, -7.3966, 13.9944)  -0.25
C (16.3917, -6.6297, 15.3074)  -0.08
H (16.7554, -9.8279, 15.2802)  0.07
H (16.2421, -10.5748, 13.7857)  0.08
H (15.5079, -11.0565, 15.3490)  0.08
H (13.9207, -9.6117, 14.1411)  0.11
H (14.5105, -8.7481, 15.5288)  0.11
H (13.2247, -7.8333, 13.2095)  0.11
H (13.9975, -6.4743, 13.9994)  0.10
H (14.9314, -7.1998, 11.1796)  0.07
H (13.3833, -6.4207, 11.4428)  0.05
H (14.8118, -5.5880, 11.9663)  0.06
H (16.6626, -6.7021, 13.1770)  0.10
H (17.2859, -8.0862, 13.9747)  0.11
H (17.3878, -6.3482, 15.6566)  0.07
H (15.9283, -7.2083, 16.1071)  0.07
H (15.8373, -5.6919, 15.2036)  0.06
C (12.9795, -8.5013, 6.3348)  -0.08
C (12.5679, -7.1849, 6.9820)  -0.28
N (11.9184, -6.2747, 6.0710)  -0.18
C (10.7197, -6.8684, 5.4677)  -0.23
C (9.6069, -7.2856, 6.4259)  -0.08
C (11.6905, -4.9531, 6.6597)  -0.25
C (11.3305, -3.9510, 5.5820)  -0.08
H (13.6815, -9.0090, 7.0045)  0.07
H (13.5207, -8.3053, 5.4084)  0.08
H (12.1477, -9.1856, 6.1827)  0.07
H (11.9703, -7.4086, 7.8825)  0.10
H (13.4891, -6.7268, 7.3497)  0.08
H (10.3207, -6.1472, 4.7542)  0.11
H (11.0342, -7.7446, 4.9010)  0.10
H (8.6742, -7.4828, 5.8993)  0.08
H (9.8713, -8.1736, 7.0101)  0.07
H (9.3909, -6.5203, 7.1782)  0.04
H (12.6096, -4.6877, 7.1892)  0.09
H (10.8877, -4.9381, 7.4182)  0.09
H (10.2594, -4.0175, 5.3823)  0.06
H (11.9237, -4.1208, 4.6867)  0.08
H (11.4787, -2.9133, 5.9029)  0.07
C (14.3968, -3.7380, 9.3520)  0.01
C (15.8622, -3.9059, 9.6627)  -0.53
O (16.4505, -3.1710, 10.4594)  0.00
N (16.5059, -4.9253, 9.0704)  0.03
C (15.9121, -5.9623, 8.2416)  -0.07
H (14.2556, -3.1782, 8.4259)  0.10
H (13.9556, -3.1412, 10.1492)  0.07
H (13.8688, -4.6880, 9.2784)  0.06
H (17.5073, -4.8787, 9.1713)  0.14
H (16.7175, -6.5779, 7.8557)  0.09
H (15.3085, -5.5442, 7.4369)  0.08
H (15.2648, -6.6126, 8.8376)  0.07
C (12.8060, 0.8017, 8.8696)  0.01
C (11.3999, 0.4146, 9.2382)  -0.54
O (10.8032, -0.4741, 8.6479)  0.02
N (10.8538, 1.1404, 10.2478)  0.01
C (9.5062, 0.9141, 10.7236)  -0.07
H (13.4012, -0.0938, 8.7274)  0.08
H (13.3010, 1.3959, 9.6437)  0.08
H (12.8253, 1.3800, 7.9480)  0.09
H (11.5150, 1.5716, 10.8702)  0.13
H (9.2161, 1.7402, 11.3660)  0.08
H (9.4395, 0.0107, 11.3405)  0.08
H (8.8345, 0.7664, 9.8845)  0.09
C (9.9482, -2.3135, 17.1947)  -0.01
C (10.6759, -3.2512, 16.2728)  -0.55
O (10.0677, -3.9595, 15.4962)  0.03
N (12.0341, -3.1724, 16.3114)  0.02
C (12.9013, -4.0741, 15.6016)  -0.07
H (9.3376, -2.8748, 17.9007)  0.09
H (9.2754, -1.6917, 16.5997)  0.08
H (10.5887, -1.6223, 17.7449)  0.07
H (12.4491, -2.5513, 16.9814)  0.13
H (13.3082, -4.8112, 16.2987)  0.09
H (13.7544, -3.5605, 15.1561)  0.06
H (12.3492, -4.5682, 14.8100)  0.06
C (8.3724, -6.6803, 14.4816)  0.02
C (7.4545, -7.6791, 13.8491)  -0.55
O (7.8634, -8.7248, 13.3363)  0.00
N (6.1574, -7.3480, 13.8509)  0.03
C (5.1380, -8.2362, 13.3188)  -0.06
H (9.0812, -6.3958, 13.6999)  0.06
H (8.9859, -7.0599, 15.2932)  0.10
H (7.8827, -5.7510, 14.7604)  0.06
H (5.8426, -6.4340, 14.1546)  0.08
H (5.1224, -8.2374, 12.2265)  0.08
H (4.1757, -7.9227, 13.7166)  0.08
H (5.3167, -9.2569, 13.6582)  0.09
C (8.0865, -11.4791, 10.9942)  0.00
C (7.7258, -10.4266, 9.9850)  -0.57
O (7.4548, -10.7149, 8.8279)  0.02
N (7.6851, -9.1641, 10.4646)  0.02
C (7.3295, -8.0362, 9.6291)  -0.06
H (8.9793, -12.0276, 10.7027)  0.08
H (7.2564, -12.1891, 11.0259)  0.08
H (8.2319, -11.0828, 11.9997)  0.06
H (7.7524, -9.0057, 11.4669)  0.07
H (8.1018, -7.7896, 8.9015)  0.07
H (7.1639, -7.1738, 10.2725)  0.06
H (6.3873, -8.2357, 9.1167)  0.08
C (17.5978, -3.7418, 13.6993)  0.00
C (16.4762, -2.8171, 14.1151)  -0.54
O (16.2562, -2.5254, 15.2987)  0.01
N (15.7308, -2.3184, 13.0920)  0.02
C (14.7117, -1.3297, 13.3153)  -0.08
H (18.4521, -3.1354, 13.3975)  0.09
H (17.3100, -4.3893, 12.8698)  0.06
H (17.8802, -4.3777, 14.5332)  0.06
H (15.8846, -2.6385, 12.1414)  0.07
H (15.1590, -0.3577, 13.5556)  0.09
H (14.0981, -1.6049, 14.1751)  0.07
H (14.0946, -1.2298, 12.4272)  0.06
C (3.7950, -5.0751, 6.8650)  0.01
C (4.1977, -5.2284, 8.3080)  -0.55
O (5.3350, -5.5378, 8.6222)  0.04
N (3.2459, -4.9545, 9.2392)  0.01
C (3.5439, -5.0073, 10.6704)  -0.06
H (2.8001, -4.6615, 6.7191)  0.07
H (3.8695, -6.0635, 6.4069)  0.09
H (4.5329, -4.4496, 6.3666)  0.08
H (2.3068, -4.7705, 8.9430)  0.12
H (4.3205, -4.2780, 10.9211)  0.07
H (3.9237, -5.9860, 10.9646)  0.08
H (2.6723, -4.7354, 11.2578)  0.08
C (6.8307, -3.0078, 15.1043)  0.00
C (5.4288, -3.5518, 15.0235)  -0.51
O (5.2264, -4.7481, 14.8052)  0.01
N (4.3944, -2.7135, 15.2705)  0.02
C (4.4339, -1.2751, 15.4171)  -0.08
H (7.4926, -3.6557, 14.5373)  0.04
H (7.1505, -2.9637, 16.1433)  0.09
H (6.9423, -2.0198, 14.6498)  0.08
H (3.4811, -3.1372, 15.2883)  0.14
H (5.4461, -0.9433, 15.6281)  0.07
H (3.8502, -0.9697, 16.2875)  0.09
H (4.0629, -0.7641, 14.5291)  0.09
C (9.1360, -0.4769, 5.8213)  0.00
C (8.4713, -1.8124, 6.0823)  -0.57
O (7.7825, -2.3538, 5.2320)  0.03
N (8.6291, -2.2858, 7.3415)  0.02
C (8.0408, -3.5119, 7.8175)  -0.05
H (10.0543, -0.6460, 5.2533)  0.08
H (9.3587, 0.0632, 6.7374)  0.05
H (8.4861, 0.1162, 5.1832)  0.08
H (9.2521, -1.7769, 7.9566)  0.09
H (8.7249, -4.3588, 7.6766)  0.06
H (7.1136, -3.7631, 7.3145)  0.07
H (7.8733, -3.4519, 8.8900)  0.07

Atoms 1-3, force components in eV/Å:
C -0.119 -0.816 -0.613
C 0.033 0.638 0.240
N -0.746 0.349 -0.255